1.
{"formula": "C5H6ClNO", "method": "the ωB97M-V functional and the def2-TZVPD basis", "homo_energy_ev": [-7.765, -7.766], "energy_ha": -784.119978, "homo_lumo_gap_ev": [7.1, 7.1], "charge": 0, "relative_energy_kj_mol": 529.8, "species": ["Cl", "O", "N", "C", "C", "C", "C", "C", "H", "H", "H", "H", "H", "H"], "xyz": [[-1.6177, -1.5987, 0.6533], [-1.5353, 2.3848, -0.8298], [-1.2227, -0.6967, -0.7950], [0.0455, -0.7272, -1.1499], [-0.4645, 1.0287, 0.9652], [-1.0419, 1.6158, -0.0958], [0.5089, 0.0567, 1.1225], [1.1765, -0.4711, -0.0415], [-0.9059, 1.3429, 1.9745], [1.7633, -1.3744, -0.0228], [1.9662, 0.2117, -0.5141], [0.1694, 0.0130, -1.8534], [0.7377, -0.0931, 2.1756], [0.4205, -1.6925, -1.5889]], "forces_ev_per_angstrom": [[0.661, -0.327, -0.813], [1.160, -1.724, 1.490], [-4.654, 1.414, 0.977], [3.682, -2.775, 0.250], [0.590, 0.364, 3.676], [-1.555, 0.551, -2.471], [0.091, 1.410, 0.271], [1.230, 0.539, -1.098], [0.331, -0.019, -1.701], [0.002, -0.506, 1.206], [-1.491, -0.252, 0.614], [0.125, 1.600, -2.153], [0.176, -0.665, -0.423], [-0.350, 0.390, 0.175]]}

2.
{"formula": "C9H11F3NOS", "method": "the ωB97M-V functional and the def2-TZVPD basis", "homo_energy_ev": -14.028, "smiles": "C[N+](C)=[S@](=O)(c1ccccc1)C(F)(F)F", "energy_ha": -1176.963342, "homo_lumo_gap_ev": 10.1, "charge": 1, "relative_energy_kj_mol": 112.1, "species": ["S", "F", "F", "F", "O", "N", "C", "C", "C", "C", "C", "C", "C", "C", "C", "H", "H", "H", "H", "H", "H", "H", "H", "H", "H", "H"], "xyz": [[-0.1443, 1.0768, 0.1632], [-1.3592, 2.7962, 1.6398], [-2.4084, 0.9250, 1.5767], [-0.6366, 1.0556, 2.8573], [0.6656, 2.2385, 0.0074], [-1.0859, 0.9873, -1.0841], [2.2907, -0.2233, 0.1434], [0.3574, -1.6776, 0.7731], [-1.4500, 2.1375, -1.8383], [3.0358, -1.3342, 0.3780], [0.8900, -0.4116, 0.3251], [-1.2314, 1.5190, 1.7430], [2.5343, -2.5536, 0.6775], [1.1855, -2.7202, 0.9215], [-1.8367, -0.2314, -1.3288], [-2.4510, 2.4938, -1.7083], [-0.6978, -1.8058, 0.8164], [-1.2199, 1.9597, -2.8558], [2.6535, 0.7647, 0.0234], [-2.5522, -0.4316, -0.4503], [-0.8440, 3.0329, -1.5212], [-2.6141, -0.2842, -2.2140], [0.7430, -3.6275, 1.2844], [4.0856, -1.2016, 0.3069], [-1.1177, -1.1239, -1.4118], [3.2079, -3.3603, 0.7753]], "forces_ev_per_angstrom": [[1.538, 0.132, 0.667], [0.094, 0.632, 0.698], [0.091, 0.062, 0.281], [-0.612, 1.038, -1.108], [0.760, 0.390, 0.392], [-1.204, -1.607, -0.644], [-3.546, 0.297, 0.995], [-0.362, 3.390, -1.567], [1.134, 3.132, 0.513], [1.520, 0.640, -0.660], [-0.419, -0.772, 0.654], [0.653, -2.303, -0.393], [-0.585, -0.626, 0.492], [0.409, -1.038, 0.372], [-1.989, -3.064, 0.428], [-0.911, -0.446, 0.131], [-0.684, -0.025, 0.484], [0.040, -0.203, -1.084], [0.588, 0.601, -0.438], [1.122, 0.127, -1.085], [-0.307, -1.072, -0.357], [2.193, 0.883, 1.357], [0.211, -0.543, -0.120], [0.898, -0.125, -0.120], [-1.183, 1.327, -0.091], [0.553, -0.826, 0.203]]}